Formula: C3H9NO3S
Source: OMol25
Level of theory: wB97M-V/def2-TZVPD

Calculated values
- SMILES: CO[C@H](C)S(N)(=O)=O
- DFT total energy: -21722.546 eV
- Energy above the lowest of the compared OMol25 structures with the same formula, charge and spin: 3.084 eV
- Charge: 0
- Molar mass: 139.18 g/mol
- 2S+1: 1

Bonds (Å) are listed after each position.
Geometry (Å):
1 C -1.74494 1.10291 0.50864  O2 1.457, H9 1.081, H10 1.094, H11 1.120
2 O -1.06280 0.57274 -0.66502  C1 1.457, C3 1.343
3 C -0.19468 -0.45017 -0.61020  O2 1.343, C4 1.696, S5 1.856, H12 1.167
4 C -0.65046 -1.89865 0.14495  C3 1.696, H13 1.140, H14 1.087, H15 0.993
5 S 1.47665 -0.06929 0.10082  C3 1.856, N6 1.732, O7 1.453, O8 1.393
6 N 1.81205 1.32618 -0.86935  S5 1.732, H16 1.042, H17 0.990
7 O 1.46580 0.45582 1.45600  S5 1.453
8 O 2.30302 -1.13589 -0.24483  S5 1.393
9 H -1.71886 2.18062 0.43460  C1 1.081
10 H -1.03297 0.99513 1.33164  C1 1.094
11 H -2.70183 0.54964 0.69131  C1 1.120
12 H -0.10222 -0.78196 -1.72509  C3 1.167
13 H -0.76592 -1.60240 1.23963  C4 1.140
14 H -1.69296 -2.09790 -0.09159  C4 1.087
15 H 0.06721 -2.56128 -0.03133  C4 0.993
16 H 2.74829 1.24570 -1.32073  N6 1.042
17 H 1.79460 2.16881 -0.34945  N6 0.990